No. 1
Entry from OMol25: a structure of composition C24H44Cl3N2O4SiSn in a non-equilibrium geometry (wB97M-V/def2-TZVPD).

Geometry as XYZ:
```
79
Properties=species:S:1:pos:R:3:forces:R:3
Sn 0.797740 2.109912 1.665493 2.711 0.652 0.743
Cl -0.137747 0.701616 0.085708 -1.267 -1.103 -2.715
Cl 1.311374 3.818641 0.168804 0.471 2.752 -2.355
Cl -1.623949 2.733369 1.809159 -1.341 0.505 -0.137
Si -0.596507 1.148313 -2.777618 -1.431 0.532 1.176
O -0.718107 -0.555256 -2.339625 1.229 0.774 1.173
O 2.669636 0.447757 0.355388 0.625 -3.351 -0.555
O 1.058423 3.205626 3.862236 -2.534 2.133 0.878
O 0.246698 0.313444 2.650681 -1.103 -3.288 3.408
N 2.841420 -1.292624 -1.170954 0.398 -0.586 0.453
N 0.321028 5.299914 3.280662 0.327 -0.403 0.376
C 3.131975 -0.506297 -2.360902 -0.294 -0.103 0.164
C 0.195885 -3.053691 1.348317 -1.364 0.025 -1.467
C 1.147066 2.043290 -3.020851 0.120 -0.641 -0.172
C -0.432220 -4.625420 -3.889387 0.229 -0.777 -1.158
C -1.600398 -1.570802 -1.822359 -0.559 0.427 -0.621
C 0.097835 4.022774 3.660416 1.543 -0.666 1.118
C -0.482471 -3.442316 -3.015677 -0.180 0.020 1.612
C -2.133244 -3.660150 1.636585 -0.215 0.781 -1.375
C -1.437629 -2.281625 -0.373511 0.058 0.432 0.443
C -0.155158 -2.315164 0.148468 0.762 -1.145 1.360
C -0.887754 -0.611841 4.507970 -0.224 0.773 0.614
C -2.175618 -2.198161 -4.286920 0.066 -0.284 0.044
C 1.302978 -0.328926 3.455785 -0.356 0.281 -0.353
C 1.718840 5.819631 3.246251 -0.841 -0.286 -0.121
C -1.791117 0.792345 -4.224654 -0.008 0.466 -1.134
C 0.583081 -1.071020 4.599969 -0.088 -0.705 -0.221
C 2.980557 -2.734196 -1.407931 -0.315 0.235 0.422
C -0.797543 -3.799932 2.045464 0.236 0.080 -1.011
C -2.460520 -2.830189 0.480440 0.375 -0.140 0.304
C -0.840394 6.157460 3.014039 0.519 -0.307 0.124
C -1.076062 -0.239894 3.038417 0.758 -0.499 -0.450
C -1.448109 -2.538608 -3.037625 -0.318 0.776 1.559
C 2.624172 -0.768733 0.091247 0.434 1.525 -0.342
C -1.627211 2.598309 -1.985936 -0.439 -0.349 -0.153
H -1.030290 0.307971 5.137910 0.153 -0.675 -0.600
H -2.066465 3.199802 -2.813483 0.228 -0.433 0.140
H -1.831271 0.546629 2.872995 0.514 -0.463 -0.072
H 0.553280 -1.699178 -0.413082 -0.016 -0.632 0.394
H 2.416352 4.950822 3.185168 -0.679 0.787 0.022
H -1.232259 -1.117500 2.361604 -0.172 0.689 0.710
H 1.245296 -3.135495 1.612162 -0.136 0.062 0.202
H 1.922513 6.426889 4.159134 -0.060 -0.352 -0.552
H 1.792887 6.444219 2.340593 0.218 -0.244 0.391
H -3.182377 -1.845694 -4.127748 -0.415 0.031 0.045
H 0.190161 -3.425109 -2.134921 -0.669 -0.327 -0.516
H -1.632400 -1.345651 4.875953 0.494 0.170 -0.302
H -2.169539 -3.061536 -4.922062 -0.277 -0.513 -0.532
H -1.086615 3.326069 -1.363879 0.075 -0.617 0.035
H 1.131269 3.099629 -2.676129 -0.599 -0.727 -0.009
H 2.228733 -0.362197 -2.963555 0.129 -0.068 0.139
H -2.602052 -1.106563 -1.744923 0.058 -0.419 -0.403
H -3.522950 -2.538372 0.337416 0.735 -0.652 -0.279
H 3.856435 -1.045141 -2.975736 0.073 0.034 0.109
H -2.491875 2.213586 -1.403918 0.503 0.195 -0.167
H 3.539011 0.456689 -2.089525 0.060 0.202 0.151
H -0.499198 6.898150 2.261242 -0.597 -0.251 0.507
H -0.983858 3.698932 3.658294 1.317 0.571 0.413
H 3.012016 -3.274331 -0.445879 -0.102 0.183 -0.400
H -1.639536 -1.401674 -4.812902 -0.238 -0.875 0.293
H -1.188237 6.629513 3.968126 0.178 -0.013 -0.857
H 1.047145 -0.849398 5.584608 -0.319 -0.291 -0.596
H -1.418040 0.033244 -4.965070 -0.341 1.449 0.653
H 1.965090 1.584316 -2.427532 -0.810 0.365 -0.388
H 0.051556 -5.414565 -3.298501 0.074 -0.053 -0.619
H 0.626530 -2.167749 4.375891 0.053 0.774 0.450
H 2.123386 -3.102701 -2.005848 0.583 0.060 0.221
H -2.731315 0.384702 -3.750698 1.012 0.374 -0.392
H 1.470825 2.081181 -4.082804 -0.167 -0.284 0.412
H 2.011815 0.453961 3.825527 -0.672 -0.471 -0.557
H 3.930188 -2.918998 -1.948152 -0.487 -0.014 0.264
H -2.098917 1.704099 -4.778259 0.231 -0.394 0.195
H -1.442262 -4.991293 -4.155380 0.353 0.204 0.261
H 1.827445 -1.032854 2.770354 -0.167 0.530 0.617
H 2.370074 -1.613225 0.835357 0.512 1.314 -0.798
H -0.559953 -4.565540 2.816464 0.027 0.944 -0.459
H -2.925316 -4.254332 2.159185 0.645 0.938 -0.529
H 0.061361 -4.468310 -4.872322 0.172 -0.244 0.577
H -1.645609 5.509478 2.596749 0.543 0.598 0.197
```
Forces are in eV/Å.

## Properties
HOMO energy = -0.0821 Ha
energy relative to the best compared isomer or geometry (same formula, charge and spin) = 36.08 kcal per mole
orbital gap = 4.77 eV
electronic energy = -88049.0555 eV
E_LUMO = 2.53 eV
2S+1 = 1
net charge = -1

No. 2
Entry from OMol25: a cluster of 7 separate species, C17H34I2N7O14 in total in a non-equilibrium geometry (wB97M-V/def2-TZVPD).

Geometry as XYZ:
```
74
Properties=species:S:1:pos:R:3:forces:R:3
I -2.608355 -1.316244 -3.303105 -0.714 0.595 0.371
I 0.493115 0.410234 2.146438 -0.506 0.334 -1.026
O -0.346123 -5.301266 3.741971 0.341 -0.177 -1.802
O 2.477614 3.689435 -0.166254 -0.771 1.634 -0.592
O 3.208794 -5.535407 -1.918630 -0.522 -1.574 0.223
O 4.779727 -1.129318 1.078930 -1.040 -0.001 -1.058
O 6.879727 -5.129318 1.918930 -1.230 -0.130 -1.288
O -4.668396 -1.865907 -0.294915 6.249 2.159 2.143
O -2.838096 5.244975 1.328231 0.906 1.736 0.704
O 3.161904 -1.945591 -0.174033 1.655 1.158 0.761
O 0.991184 5.009925 -1.115149 1.389 -0.450 0.849
O 5.261904 -5.945591 0.665967 1.592 1.078 0.743
O -1.220273 6.061248 2.581194 -1.193 -0.009 -1.293
O 2.515805 -7.615496 -2.134416 0.498 1.469 0.610
O -3.014509 -2.276968 1.444358 -1.210 4.424 -5.977
O 0.600838 -5.520464 1.764905 -0.886 0.156 1.255
N 6.071242 -5.066965 0.985385 0.073 -0.780 0.468
N -0.375619 -5.364697 2.507406 0.409 -0.060 0.448
N 2.827913 -6.621968 -1.467682 0.122 0.170 -0.689
N 3.971242 -1.066965 0.145385 -0.562 -0.940 0.195
N 2.031295 4.798964 -0.480558 -0.548 -0.988 -0.329
N -2.028758 6.123601 1.647649 -0.145 -1.042 0.530
N -3.224257 -0.049566 -1.766220 0.244 1.253 -0.159
C -0.898029 3.037604 1.271217 0.744 -0.354 -0.074
C 3.976573 0.181019 -0.664733 -0.204 0.166 -0.233
C -0.827026 1.469857 0.691536 -1.112 1.892 -0.458
C -2.023427 7.371585 0.837531 -0.127 0.109 -0.290
C -3.462006 -1.545948 0.245555 -3.988 -5.216 2.790
C 0.177569 -1.688510 -0.886060 -8.880 3.963 -0.255
C 2.821397 5.985444 -0.054194 -0.008 0.303 0.040
C -3.455462 1.336826 -2.220929 -0.392 1.587 -2.258
C -1.107353 -1.069264 -0.819467 8.774 -3.928 0.387
C -2.572567 -0.328851 -0.489739 1.644 -2.658 1.252
C -2.354226 0.797962 0.636203 1.289 0.428 1.687
C 6.076573 -3.818981 0.175267 -0.128 0.097 -0.246
C -2.115050 2.311226 -2.343063 -0.839 0.919 0.739
C -4.748724 2.120800 -1.502621 -0.092 -0.471 0.212
C 2.735247 -6.750469 0.011737 -0.233 0.162 0.290
C -1.710014 -5.241719 1.860839 -0.113 0.019 -0.244
C -5.863913 1.065363 -0.886168 -0.287 0.766 -0.217
H 3.219019 0.097740 -1.446812 0.110 -0.085 0.290
H -0.184868 3.684457 0.593717 -1.444 -1.207 1.284
H -3.820869 1.250166 -3.358656 0.758 -0.108 2.596
H -0.317309 1.556337 -0.356297 -0.856 -0.755 2.154
H 2.313844 6.889569 -0.396858 0.050 -0.315 0.032
H -5.625616 0.863952 0.252260 -0.519 0.032 -2.527
H -1.134929 1.696555 -2.518643 -1.926 1.176 0.253
H -2.333291 -6.057023 2.233872 0.131 0.183 0.093
H 2.881819 5.966664 1.035918 0.079 -0.106 -0.207
H 1.697030 -6.982511 0.257927 0.235 -0.025 -0.144
H 3.037977 -5.805688 0.468042 -0.247 -0.369 -0.274
H -5.285516 2.758883 -2.325745 1.214 -1.126 1.440
H 3.405304 -7.557476 0.315018 -0.200 0.125 -0.130
H 5.319019 -3.902260 -0.606812 0.094 -0.125 0.243
H -2.252204 8.201473 1.509316 0.170 -0.175 -0.069
H -2.291159 3.121481 -3.201172 0.482 -1.904 1.713
H -2.043613 2.953772 -1.339432 0.149 -1.463 -2.091
H 3.747796 1.010907 0.007052 0.089 -0.159 -0.067
H 5.847796 -2.989093 0.847052 0.140 -0.219 -0.086
H -5.939443 0.080280 -1.523735 0.514 1.892 1.596
H 1.109638 -2.303573 -1.261407 -2.543 1.629 1.003
H 4.971809 0.286188 -1.101379 -0.108 -0.003 0.213
H -6.924561 1.585574 -0.960782 2.111 -0.917 0.322
H -2.468392 0.263409 1.699054 0.053 0.877 -2.544
H -4.382933 2.866396 -0.663040 -0.678 -1.488 -1.650
H 3.810917 5.902933 -0.508349 -0.156 -0.078 0.186
H -2.780981 7.288306 0.055452 0.185 -0.104 0.241
H -3.091039 1.701498 0.664624 1.122 -1.863 -0.594
H -2.121556 -4.268778 2.136946 -0.078 0.049 -0.134
H -0.439891 3.076494 2.366132 -1.362 0.059 -2.332
H -1.028191 7.476754 0.400885 -0.145 0.003 0.179
H -1.978731 3.494898 1.210175 2.410 -1.313 0.265
H 7.071809 -3.713812 -0.261379 -0.105 -0.026 0.216
H -1.586164 -5.315067 0.778365 0.076 0.110 0.326
```
Forces are in eV/Å.

## Properties
HOMO energy = -0.1703 Ha
orbital gap = 5.80 eV
electronic energy = -73451.6447 eV
E_LUMO = 1.17 eV
2S+1 = 1
net charge = -1

No. 3
Entry from OMol25: a structure of composition C4H11N2O3 in a non-equilibrium geometry (wB97M-V/def2-TZVPD).

Geometry as XYZ:
```
20
Properties=species:S:1:pos:R:3:forces:R:3
O -1.493397 -1.862035 -2.066420 0.188 -0.583 0.766
O 1.197417 2.018997 0.577228 -0.250 -1.455 -0.469
O -0.868423 1.812204 1.780134 -1.170 -0.572 -0.313
N -1.823623 -0.135020 -0.672190 2.147 -1.912 -0.316
N 1.064957 -0.584289 1.559297 -0.177 -0.409 -0.738
C 0.316458 -1.390138 -0.630357 2.367 -2.487 0.180
C -1.050213 -1.180249 -1.139534 -1.205 2.621 -1.623
C 1.404461 0.987755 -0.417575 0.095 1.328 1.736
C 1.392855 -0.510512 0.098991 -1.165 1.281 1.459
H -2.769563 -0.416150 -0.872544 -0.421 1.226 0.590
H 0.620564 1.065907 -1.171492 0.278 0.205 -0.596
H 0.120173 -0.196528 1.601733 0.132 0.134 0.572
H 0.268179 1.885778 1.148139 0.913 0.493 -0.119
H 1.617946 0.059575 2.122177 -0.026 0.132 -0.518
H 2.426776 -0.869941 -0.015827 -0.594 -0.553 -0.319
H 2.417281 1.294904 -0.723683 -0.366 -0.698 -0.918
H -1.259666 1.884926 2.651538 0.332 0.000 0.011
H -1.352340 0.458012 0.017664 -1.491 0.298 0.489
H 0.832177 -1.905847 -1.448898 -0.108 0.381 -0.296
H 0.089048 -2.308228 -0.037269 0.521 0.570 0.422
```
Forces are in eV/Å.

## Properties
HOMO energy = -0.1652 Ha
energy relative to the best compared isomer or geometry (same formula, charge and spin) = 41.12 kcal per mole
orbital gap = 8.35 eV
electronic energy = -13449.3383 eV
E_LUMO = 3.85 eV
2S+1 = 1
net charge = -1

No. 4
Entry from OMol25: a cluster of 2 separate species, C4H8O in total in a non-equilibrium geometry (wB97M-V/def2-TZVPD).

Geometry as XYZ:
```
13
Properties=species:S:1:pos:R:3:forces:R:3
O -0.730967 0.115920 -1.469926 -0.280 0.358 0.237
C -1.358313 -0.471109 1.157283 -0.349 -0.043 0.669
C 1.638212 -0.358497 -0.687215 0.427 -0.453 -0.392
C 1.179413 0.899178 0.024967 -0.085 0.371 -1.086
C 0.318262 0.208877 -0.673335 1.159 0.674 -0.606
H -1.180202 0.966939 -1.409450 -0.403 0.004 -0.167
H -1.262538 -0.726376 2.200835 -0.674 -0.334 0.501
H 1.537498 1.896292 0.135877 0.020 0.385 0.384
H 1.946197 -1.231839 -0.122612 -0.059 -0.115 -0.045
H 2.045393 -0.227197 -1.687644 0.801 -0.436 -0.007
H -1.515673 -1.371705 0.543500 0.455 0.431 0.240
H -2.186620 0.213445 0.972894 -0.153 -0.077 0.269
H -0.430666 0.086076 1.014826 -0.857 -0.762 0.003
```
Forces are in eV/Å.

## Properties
HOMO energy = -0.3134 Ha
SMILES = OC1=CC1.C
energy relative to the best compared isomer or geometry (same formula, charge and spin) = 94.39 kcal per mole
orbital gap = 9.24 eV
electronic energy = -6321.0747 eV
E_LUMO = 0.72 eV
2S+1 = 1
net charge = 0

No. 5
Entry from OMol25: an isolated molecule of C5H8O3S in a non-equilibrium geometry (wB97M-V/def2-TZVPD).

Geometry as XYZ:
```
17
Properties=species:S:1:pos:R:3:forces:R:3
S 1.048323 1.494469 0.882451 -1.753 -0.378 0.231
O 0.946358 1.671947 2.292700 0.106 -0.407 0.811
O 0.053142 -1.523794 1.316229 -0.020 0.666 -1.321
O 1.617385 2.563361 0.141473 1.324 0.620 -1.016
C -0.577199 1.305469 0.115898 -0.106 -0.771 0.410
C 1.666958 -0.203321 0.389037 1.705 2.865 0.324
C -1.733945 -0.441051 -1.421535 0.265 -2.571 1.700
C -0.720926 0.079827 -0.389869 0.052 0.699 -1.461
C 0.399122 -0.862992 -0.000423 0.463 -2.640 1.710
H 2.463693 0.073220 -0.353218 -1.169 -0.610 0.059
H -1.760124 -1.602418 -1.108565 -0.235 2.303 -1.456
H 0.695285 -1.732392 -0.617921 -0.870 0.692 -0.575
H -2.769640 -0.089909 -1.358351 0.396 0.255 0.270
H -0.828103 -1.886685 1.216703 -0.317 -0.158 0.096
H 2.202310 -0.691157 1.225954 -0.722 0.321 -0.287
H -1.385679 -0.284328 -2.461398 0.040 -0.366 0.666
H -1.316960 2.129755 0.130836 0.842 -0.521 -0.161
```
Forces are in eV/Å.

## Properties
HOMO energy = -0.3753 Ha
SMILES = CC1=CS(=O)(=O)C[C@H]1O
energy relative to the best compared isomer or geometry (same formula, charge and spin) = 54.43 kcal per mole
orbital gap = 10.64 eV
electronic energy = -22290.0956 eV
E_LUMO = 0.43 eV
2S+1 = 1
net charge = 0